No. 1
# C2H3ClN4O

One molecule with the formula C2H3ClN4O in a non-equilibrium geometry (wB97M-V/def2-TZVPD, the OMol25 dataset).

CARTESIAN COORDINATES (ANGSTROEM)
H (0.8668, 2.5670, 0.0377)
N (1.1694, 1.5949, -0.0135)
C (0.2086, 0.7911, -0.0548)
O (-1.1243, 1.1051, -0.0206)
C (-1.7707, -0.0738, -0.1116)
Cl (-3.4677, -0.0494, -0.0023)
N (-1.0536, -1.1256, -0.0854)
N (0.2311, -0.5989, -0.1134)
N (1.2879, -1.4719, -0.0038)
H (1.5953, -1.5433, 0.9593)
H (2.0572, -1.1954, -0.5917)

Cartesian forces (eV/Å) of the 3 atoms listed first:
0.0 -0.3 0.0
0.4 0.1 0.0
0.6 -0.6 0.4

Calculated values
highest occupied orbital energy: -8.789 eV
DFT total energy: -832.41015 hartree
max |F|: 0.0286 Eh/bohr
energy relative to the best compared isomer or geometry (same formula, charge and spin): 0.00 kJ/mol

No. 2
# C2H3ClO2P

An isolated ion of composition C2H3ClO2P and charge -1 in a non-equilibrium geometry (wB97M-V/def2-TZVPD, the OMol25 dataset).

CARTESIAN COORDINATES (ANGSTROEM)
C (-0.3460, 1.3898, 0.1697)
C (-0.6081, 0.1584, 0.5672)
P (0.6420, -1.1525, -0.0616)
O (0.5576, -2.4343, 0.6676)
O (2.0269, -0.6333, -0.3904)
Cl (-0.3631, -1.3155, -1.8431)
H (-1.0082, 2.2085, 0.2745)
H (0.6486, 1.8295, -0.2918)
H (-1.5497, -0.0506, 0.9080)

Cartesian forces (eV/Å) of the 3 atoms listed first:
2.6 1.7 -0.7
3.9 0.0 -2.0
1.7 0.8 1.0

Calculated values
highest occupied orbital energy: -5.083 eV
DFT total energy: -1030.16276 hartree
max |F|: 0.0857 Eh/bohr
net charge: -1
energy relative to the best compared isomer or geometry (same formula, charge and spin): 72.71 kJ/mol

No. 3
# C2H3ClO2S

A 2-piece molecular cluster, C2H3ClO2S overall in a non-equilibrium geometry (wB97M-V/def2-TZVPD, the OMol25 dataset).

CARTESIAN COORDINATES (ANGSTROEM)
C (-1.6907, 1.5880, -0.6508)
C (-0.0693, 0.4441, 0.7799)
O (-2.0182, 1.1535, -1.6882)
O (-1.0517, 1.6130, 0.3942)
S (-4.3207, 0.2806, 0.9744)
Cl (-4.2655, -0.8853, -0.5974)
H (-0.1832, 0.2564, 1.8542)
H (0.8849, 0.8641, 0.3876)
H (-0.6127, -0.2893, 0.2302)

Cartesian forces (eV/Å) of the 3 atoms listed first:
-2.8 1.6 -1.0
-0.4 1.2 -0.6
1.1 -0.9 0.0

Calculated values
highest occupied orbital energy (alpha / beta): -8.858 / -6.959 eV
DFT total energy: -1086.71544 hartree
max |F|: 0.0666 Eh/bohr
energy relative to the best compared isomer or geometry (same formula, charge and spin): 355.16 kJ/mol

No. 4
# C2H3ClO2S

One molecule with the formula C2H3ClO2S in a non-equilibrium geometry (wB97M-V/def2-TZVPD, the OMol25 dataset).

CARTESIAN COORDINATES (ANGSTROEM)
O (2.1161, -0.7112, -1.0846)
C (0.9676, -0.3732, -1.0916)
Cl (-0.1790, -1.1318, -2.1646)
C (0.3318, 0.5266, -0.0468)
S (0.0260, -0.4034, 1.4467)
O (-1.8602, -0.4333, 1.2425)
H (1.1892, 1.2781, 0.2625)
H (-0.6576, 0.9026, -0.3774)
H (-1.9340, 0.3454, 1.8132)

Cartesian forces (eV/Å) of the 3 atoms listed first:
-0.8 0.7 -0.2
0.9 -0.8 0.8
-0.3 0.0 -0.4

Calculated values
highest occupied orbital energy: -9.881 eV
DFT total energy: -1086.81705 hartree
max |F|: 0.0732 Eh/bohr
energy relative to the best compared isomer or geometry (same formula, charge and spin): 88.38 kJ/mol

No. 5
# C2H3ClOS

A 2-piece molecular cluster, C2H3ClOS overall in a non-equilibrium geometry (wB97M-V/def2-TZVPD, the OMol25 dataset).

CARTESIAN COORDINATES (ANGSTROEM)
C (0.8094, 1.0331, -0.9876)
C (1.1212, 1.1060, 0.2727)
O (1.3660, 1.0324, 1.4065)
H (-0.1763, 1.5850, -1.2853)
H (1.6300, 0.7642, -1.5736)
S (-1.3592, -2.2830, 1.3426)
Cl (-2.6410, -0.7236, 0.7847)
H (-0.7501, -2.5141, 0.0400)

Cartesian forces (eV/Å) of the 3 atoms listed first:
-2.8 1.9 0.1
-0.1 -0.6 1.7
0.0 0.3 -0.5

Calculated values
highest occupied orbital energy: -9.424 eV
DFT total energy: -1011.55879 hartree
max |F|: 0.0664 Eh/bohr
energy relative to the best compared isomer or geometry (same formula, charge and spin): 162.13 kJ/mol

No. 6
# C2H3CuLiO

C2H3CuLiO as an isolated structure in a non-equilibrium geometry (wB97M-V/def2-TZVPD, the OMol25 dataset).

CARTESIAN COORDINATES (ANGSTROEM)
C (-0.4398, -0.4336, 0.1024)
C (0.4802, -1.3642, 0.1807)
O (1.3385, -2.0983, 0.5148)
Li (0.8657, 2.2331, 0.6834)
H (-1.1525, -0.4523, -0.7105)
H (-1.6063, -0.6700, 1.0333)
Cu (0.5100, 1.9269, -2.2009)
H (0.0041, 0.8584, 0.3968)

Cartesian forces (eV/Å) of the 3 atoms listed first:
-3.8 2.5 2.1
2.2 -1.9 1.1
-0.5 0.4 -0.7

Calculated values
multiplicity: 2
highest occupied orbital energy (alpha / beta): -5.814 / -5.962 eV
DFT total energy: -1800.97751 hartree
max |F|: 0.0973 Eh/bohr
<S²>: 0.766
energy relative to the best compared isomer or geometry (same formula, charge and spin): 231.39 kJ/mol

No. 7
# C2H3CuLiO2

C2H3CuLiO2 as an isolated structure in a non-equilibrium geometry (wB97M-V/def2-TZVPD, the OMol25 dataset).

CARTESIAN COORDINATES (ANGSTROEM)
H (-3.7166, 0.0266, -0.0881)
O (2.2221, 0.4848, -0.2232)
C (1.5304, -0.5831, -0.2162)
C (0.1290, -0.4979, -0.0033)
O (-0.3888, 0.6659, 0.2360)
Li (-2.3126, 0.9300, 0.4088)
Cu (1.0132, 1.9246, 0.1668)
H (2.0128, -1.5549, -0.3709)
H (-0.4896, -1.3961, 0.0902)

Cartesian forces (eV/Å) of the 3 atoms listed first:
-0.7 -0.5 -0.3
0.2 -1.5 -0.2
0.5 0.6 -0.1

Calculated values
multiplicity: 3
highest occupied orbital energy (alpha / beta): -12.246 / -12.913 eV
DFT total energy: -1876.12794 hartree
max |F|: 0.0504 Eh/bohr
<S²>: 2.007
net charge: +1
energy relative to the best compared isomer or geometry (same formula, charge and spin): 0.00 kJ/mol

No. 8
# C2H3CuO2

C2H3CuO2 as an isolated structure in a non-equilibrium geometry (wB97M-V/def2-TZVPD, the OMol25 dataset).

CARTESIAN COORDINATES (ANGSTROEM)
C (0.0831, 0.3150, 0.6543)
C (-0.1522, 0.9146, -0.5290)
O (-0.1340, 0.2253, -1.6678)
O (0.2344, -1.0804, 0.5820)
H (-0.1495, 2.0114, -0.5723)
H (0.2875, -1.4906, 1.4506)
Cu (0.3169, -1.6245, -1.4276)
H (-0.4862, 0.7293, 1.5099)

Cartesian forces (eV/Å) of the 3 atoms listed first:
-1.9 -3.2 2.4
1.2 -0.1 -5.9
-0.2 2.6 3.1

Calculated values
multiplicity: 2
highest occupied orbital energy (alpha / beta): -14.741 / -14.653 eV
DFT total energy: -1868.60662 hartree
max |F|: 0.1163 Eh/bohr
<S²>: 0.768
net charge: +1
energy relative to the best compared isomer or geometry (same formula, charge and spin): 0.00 kJ/mol

No. 9
# C2H3EuO3

C2H3EuO3 as an isolated structure in a non-equilibrium geometry (wB97M-V/def2-TZVPD, the OMol25 dataset).

CARTESIAN COORDINATES (ANGSTROEM)
O (-2.3790, 1.8352, 0.0847)
C (-2.8043, 0.7154, 0.0609)
C (-2.3809, -0.5967, 0.0385)
O (-1.1233, -0.9560, 0.1589)
H (3.7700, 0.8819, -0.1742)
H (-3.1007, -1.3153, -0.3765)
Eu (0.9530, 0.0145, 0.2963)
O (3.2329, 0.0882, -0.0616)
H (3.8323, -0.6673, -0.0270)

Cartesian forces (eV/Å) of the 3 atoms listed first:
-1.8 -0.4 0.0
4.7 -0.9 0.5
-4.4 0.8 -1.7

Calculated values
multiplicity: 8
highest occupied orbital energy (alpha / beta): -10.036 / -10.069 eV
DFT total energy: -1013.72033 hartree
max |F|: 0.0933 Eh/bohr
<S²>: 15.761
net charge: +1
energy relative to the best compared isomer or geometry (same formula, charge and spin): 255.67 kJ/mol

No. 10
# C2H3F2N

A 3-piece molecular cluster, C2H3F2N overall in a non-equilibrium geometry (wB97M-V/def2-TZVPD, the OMol25 dataset).

CARTESIAN COORDINATES (ANGSTROEM)
C (0.1684, 0.5480, -0.6978)
C (0.3932, 0.3276, 0.7161)
N (-0.7283, 0.8536, 0.5211)
F (1.2318, -0.1134, 1.5930)
F (-2.3045, -0.0696, 0.9263)
H (0.5512, 1.3049, -1.4700)
H (-0.1247, -0.3249, -1.2950)
H (0.8127, -2.5262, -0.2936)

Cartesian forces (eV/Å) of the 3 atoms listed first:
0.3 -0.5 -1.6
0.1 0.9 -1.7
0.9 0.1 0.4

Calculated values
highest occupied orbital energy (alpha / beta): -11.293 / -10.528 eV
DFT total energy: -332.18480 hartree
max |F|: 0.0414 Eh/bohr
energy relative to the best compared isomer or geometry (same formula, charge and spin): 716.85 kJ/mol

No. 11
# C2H3F2N

A 2-piece molecular cluster, C2H3F2N overall in a non-equilibrium geometry (wB97M-V/def2-TZVPD, the OMol25 dataset).

CARTESIAN COORDINATES (ANGSTROEM)
C (0.4532, -0.6084, 0.2786)
C (0.5988, 0.7552, 0.0452)
N (-0.6559, -0.7900, 0.9722)
F (-1.6000, 0.9349, -1.4359)
F (1.4021, 1.2973, -0.8111)
H (1.0451, -1.2402, -0.2874)
H (-0.1887, 1.4197, 0.4876)
H (-1.0546, -1.7684, 0.7509)

Cartesian forces (eV/Å) of the 3 atoms listed first:
-2.5 1.1 1.2
-2.6 2.4 -0.3
0.4 -2.3 -1.5

Calculated values
highest occupied orbital energy (alpha / beta): -9.048 / -11.619 eV
DFT total energy: -332.30371 hartree
max |F|: 0.0687 Eh/bohr
energy relative to the best compared isomer or geometry (same formula, charge and spin): 404.66 kJ/mol

No. 12
# C2H3F2N3

One molecule with the formula C2H3F2N3 in a non-equilibrium geometry (wB97M-V/def2-TZVPD, the OMol25 dataset).

CARTESIAN COORDINATES (ANGSTROEM)
C (0.2329, 1.4903, 0.3527)
C (-0.0989, -1.0600, -0.7335)
N (-0.0483, 0.7732, 1.3389)
N (-0.8521, -0.2656, 1.3706)
N (-0.8719, -1.0420, 0.3212)
F (-0.3331, 1.4427, -0.8922)
F (-0.2067, -2.1648, -1.4962)
H (0.9031, 2.3304, 0.4476)
H (0.7941, -0.4883, -0.8997)
H (-1.5523, -1.8015, 0.3927)

Cartesian forces (eV/Å) of the 3 atoms listed first:
0.2 1.1 -0.3
-0.2 -1.0 0.1
0.7 0.3 -0.2

Calculated values
highest occupied orbital energy (alpha / beta): -7.888 / -7.887 eV
DFT total energy: -441.86482 hartree
max |F|: 0.0438 Eh/bohr
energy relative to the best compared isomer or geometry (same formula, charge and spin): 178.47 kJ/mol

No. 13
# C2H3F2NS

A 2-piece molecular cluster, C2H3F2NS overall in a non-equilibrium geometry (wB97M-V/def2-TZVPD, the OMol25 dataset).

CARTESIAN COORDINATES (ANGSTROEM)
C (1.0438, -0.7273, -0.8869)
C (-0.4728, 1.3099, 2.0223)
N (0.0264, -1.0170, -1.6490)
F (-0.2003, 2.4909, 1.5082)
F (-1.8056, 1.2757, 2.2762)
S (0.3747, -0.0362, 1.7463)
H (1.9765, -1.2905, -1.0851)
H (-0.0832, -1.4339, -2.6411)
H (-0.8594, -0.5716, -1.2909)

Cartesian forces (eV/Å) of the 3 atoms listed first:
-0.1 -1.0 0.4
-1.0 -1.9 -1.8
-1.5 0.8 -0.8

Calculated values
highest occupied orbital energy (alpha / beta): -8.016 / -8.016 eV
DFT total energy: -730.54676 hartree
max |F|: 0.0539 Eh/bohr
energy relative to the best compared isomer or geometry (same formula, charge and spin): 355.07 kJ/mol

No. 14
# C2H3F2P

A 2-piece molecular cluster, C2H3F2P overall in a non-equilibrium geometry (wB97M-V/def2-TZVPD, the OMol25 dataset).

CARTESIAN COORDINATES (ANGSTROEM)
C (0.1191, 0.0780, 0.5457)
C (-0.6810, -0.2769, 1.5048)
F (-1.4035, 0.5799, 2.2478)
F (-0.9863, -1.4709, 1.9305)
P (1.5093, 0.1845, -3.6728)
H (0.4046, 1.1491, 0.3073)
H (0.4524, -0.7590, -0.0881)
H (0.5855, 0.5152, -2.7752)

Cartesian forces (eV/Å) of the 3 atoms listed first:
1.1 0.5 -1.7
-1.4 1.4 1.4
0.6 0.0 -0.2

Calculated values
multiplicity: 3
highest occupied orbital energy (alpha / beta): -9.379 / -10.291 eV
DFT total energy: -618.95632 hartree
max |F|: 0.0475 Eh/bohr
<S²>: 2.004
energy relative to the best compared isomer or geometry (same formula, charge and spin): 0.00 kJ/mol

No. 15
# C2H3F3

C2H3F3 as an isolated structure in a non-equilibrium geometry (wB97M-V/def2-TZVPD, the OMol25 dataset).

CARTESIAN COORDINATES (ANGSTROEM)
C (0.7096, -0.2278, -0.2917)
C (-0.7251, 0.2486, 0.0125)
H (1.3455, 0.1004, 0.9500)
H (1.3045, 0.0734, -1.3571)
H (0.3432, -1.5287, -0.2430)
F (-0.8100, 1.4583, -0.3855)
F (-1.7188, -0.5550, -0.0821)
F (-0.4490, 0.4306, 1.3969)

Cartesian forces (eV/Å) of the 3 atoms listed first:
1.3 -4.0 0.4
6.6 0.1 3.4
-1.4 -1.3 -4.9

Calculated values
highest occupied orbital energy: -11.553 eV
DFT total energy: -377.48622 hartree
max |F|: 0.1450 Eh/bohr
energy relative to the best compared isomer or geometry (same formula, charge and spin): 367.22 kJ/mol

No. 16
# C2H3F3N2

A 2-piece molecular cluster, C2H3F3N2 overall in a non-equilibrium geometry (wB97M-V/def2-TZVPD, the OMol25 dataset).

CARTESIAN COORDINATES (ANGSTROEM)
C (0.0846, 0.8846, -0.4421)
C (0.6521, -0.0315, 1.9507)
N (-1.9068, -0.2829, -0.8131)
N (-0.9309, 0.3879, -0.7067)
F (-0.5825, -0.5045, 1.8637)
F (0.5558, 1.3041, 1.9821)
F (1.1048, -0.4656, 3.2236)
H (0.6934, 1.6069, -0.7614)
H (1.4206, -0.3141, 1.1478)
H (-2.4976, 0.0754, -0.0473)

Cartesian forces (eV/Å) of the 3 atoms listed first:
0.0 -1.6 0.0
1.6 -0.4 1.7
-3.6 -1.4 0.2

Calculated values
highest occupied orbital energy: -9.106 eV
DFT total energy: -486.98775 hartree
max |F|: 0.0752 Eh/bohr
energy relative to the best compared isomer or geometry (same formula, charge and spin): 360.08 kJ/mol

No. 17
# C2H3F3N2

One molecule with the formula C2H3F3N2 in a non-equilibrium geometry (wB97M-V/def2-TZVPD, the OMol25 dataset).

CARTESIAN COORDINATES (ANGSTROEM)
C (-0.4161, 0.5982, 1.7879)
N (-0.5279, -0.0972, 0.4767)
N (0.5120, 0.0646, -0.1929)
C (0.3723, -0.5940, -1.7516)
F (-0.3034, 0.2641, -2.5041)
F (-0.1700, -1.7722, -1.7925)
F (1.6053, -0.6139, -2.2051)
H (0.6644, 0.7275, 1.7801)
H (-0.7647, -0.0286, 2.5717)
H (-0.9719, 1.4514, 1.8298)

Cartesian forces (eV/Å) of the 3 atoms listed first:
2.7 -2.6 -1.4
0.8 0.3 -1.6
-2.1 -1.3 -1.4

Calculated values
highest occupied orbital energy: -9.777 eV
DFT total energy: -487.05427 hartree
max |F|: 0.0781 Eh/bohr
energy relative to the best compared isomer or geometry (same formula, charge and spin): 185.43 kJ/mol

No. 18
# C2H3F3O

C2H3F3O as an isolated structure in a non-equilibrium geometry (wB97M-V/def2-TZVPD, the OMol25 dataset).

CARTESIAN COORDINATES (ANGSTROEM)
C (0.0163, 1.1021, -0.1055)
C (0.3774, -0.3896, 0.0065)
O (-1.2634, -1.1611, 0.5873)
F (0.7001, -1.0936, -1.0626)
F (1.1765, -0.6737, 0.9834)
F (-1.1247, -2.4725, 0.2791)
H (0.7524, 1.7806, 0.5632)
H (-1.0264, 1.3956, -0.0902)
H (0.3917, 1.5122, -1.1612)

Cartesian forces (eV/Å) of the 3 atoms listed first:
3.6 2.0 -1.9
-3.8 -0.4 0.8
2.9 3.6 -0.8

Calculated values
highest occupied orbital energy: -10.321 eV
DFT total energy: -452.65400 hartree
max |F|: 0.0905 Eh/bohr
energy relative to the best compared isomer or geometry (same formula, charge and spin): 524.50 kJ/mol

No. 19
# C2H3F3O2

C2H3F3O2 as an isolated structure in a non-equilibrium geometry (wB97M-V/def2-TZVPD, the OMol25 dataset).

CARTESIAN COORDINATES (ANGSTROEM)
C (0.4492, -0.9091, 0.1375)
C (0.6949, 0.5641, -0.0388)
O (-1.9077, 0.3411, -0.0860)
O (-0.9409, 1.1684, 0.4470)
F (1.6537, -1.6281, 0.1266)
F (1.5416, 1.0044, 0.8246)
F (0.9399, 1.0250, -1.2244)
H (-0.0288, -1.0311, 1.1199)
H (-0.0093, -1.5334, -0.7080)
H (-2.3925, 0.9986, -0.5984)

Cartesian forces (eV/Å) of the 3 atoms listed first:
0.0 -2.6 -1.3
-4.3 -0.5 0.5
-0.7 -0.5 -0.6

Calculated values
highest occupied orbital energy: -10.137 eV
DFT total energy: -527.92589 hartree
max |F|: 0.0919 Eh/bohr
energy relative to the best compared isomer or geometry (same formula, charge and spin): 420.06 kJ/mol

No. 20
# C2H3F4HgO

C2H3F4HgO as an isolated structure in a non-equilibrium geometry (wB97M-V/def2-TZVPD, the OMol25 dataset).

CARTESIAN COORDINATES (ANGSTROEM)
C (1.5374, -5.1518, 0.1975)
F (2.4960, -6.0445, 0.2974)
F (1.1947, -5.0780, -1.0584)
F (0.6196, -5.6280, 1.0567)
F (-0.3758, -3.4093, 0.7152)
C (3.4841, -3.3531, 0.0716)
O (2.2667, -3.8017, 0.6911)
Hg (0.9525, -3.1561, 1.9434)
H (3.3408, -3.2422, -1.0100)
H (3.7579, -2.3832, 0.4997)
H (4.2486, -4.1055, 0.3014)

Cartesian forces (eV/Å) of the 3 atoms listed first:
2.7 -1.7 -0.4
0.9 0.1 -0.2
-0.6 0.9 1.2

Calculated values
highest occupied orbital energy: -16.506 eV
DFT total energy: -705.67938 hartree
max |F|: 0.1522 Eh/bohr
net charge: +1
energy relative to the best compared isomer or geometry (same formula, charge and spin): 0.00 kJ/mol